No. 1
Computed, not measured: a cluster of 16 separate species, H32O16 in total, with wB97M-V/def2-TZVPD.

Structure (XYZ):
```
48
Properties=species:S:1:pos:R:3:forces:R:3:lowdin_charge:R:1
O 3.8521 -4.0437 3.3978 0.7710 -0.4294 0.2232 -0.061
H 3.7500 -3.1228 3.6428 -0.4347 0.0009 -0.1857 0.019
H 2.9994 -4.4686 3.3097 -0.2943 0.3407 -0.1037 0.014
O -0.4812 2.2368 -0.7808 0.1228 0.3139 0.4806 -0.050
H -0.1558 1.8420 0.0344 -0.3153 -0.2431 -0.0032 0.045
H -0.9718 1.5490 -1.2434 -0.0139 -0.1206 -0.0050 0.056
O 4.0828 -1.7434 1.3684 0.0621 0.2379 -1.0575 -0.043
H 3.8047 -1.7371 0.4416 -0.8350 -0.0697 0.2917 0.022
H 4.9922 -1.5237 1.1664 0.7934 0.0942 0.7724 0.039
O 1.9259 3.2081 -4.3087 1.2912 0.3797 -0.1802 -0.049
H 1.4493 3.8395 -3.7639 -0.6212 -0.1431 -0.1551 0.011
H 1.4364 2.4625 -4.6478 -0.4384 0.2041 0.2040 0.016
O -0.3497 4.4996 0.8442 -0.1426 0.9963 0.6021 -0.045
H -1.1921 4.4380 0.3771 0.0540 -0.4532 -0.1678 0.026
H 0.1860 3.7643 0.5701 -0.0194 -0.3002 -0.4252 0.006
O -3.2193 -4.5894 0.2452 -0.1492 -1.1160 -0.2068 -0.047
H -3.7411 -4.9040 -0.5037 -0.1249 0.4632 -0.1255 0.059
H -2.8854 -5.4377 0.5602 0.2287 0.1185 0.3654 0.057
O -0.3022 -1.9367 1.1756 0.5366 -0.8462 1.5591 -0.050
H 0.0782 -1.2676 0.6187 -0.8540 0.2543 -0.5711 0.043
H -1.2478 -1.9972 1.3591 -0.0017 1.1096 -1.2714 0.016
O -2.3156 3.0716 2.7610 0.1715 -0.2304 0.1218 -0.079
H -1.5326 3.5714 2.4969 -0.0388 0.2586 -0.0875 0.014
H -1.9355 2.1960 2.9706 -0.2190 0.3575 -0.1790 0.002
O -0.9433 -0.9580 -2.6811 -0.5131 -0.6703 -0.0092 -0.069
H -0.8036 -1.5540 -3.4235 -0.1129 -0.0642 0.0628 0.038
H -0.0627 -0.6522 -2.4642 0.1963 0.3610 -0.1259 -0.008
O 3.5481 -4.0017 -1.3177 -0.6941 -0.3707 -0.8990 -0.043
H 3.3859 -3.3685 -0.6231 0.4030 -0.1689 0.4735 -0.010
H 4.4751 -4.2009 -1.4416 0.2022 0.3218 0.4656 0.034
O -1.3441 0.5639 2.5394 0.0775 -0.0036 0.0751 -0.040
H -2.1582 0.0817 2.3539 0.1389 -0.1528 -0.2009 0.055
H -0.6373 0.1232 2.0536 -0.2319 -0.3108 0.2578 0.027
O -3.5195 3.3976 0.0862 0.1839 -0.0648 -0.5003 -0.069
H -3.2200 2.9757 0.9035 -0.0148 0.3191 0.3599 -0.003
H -3.9335 4.2291 0.3291 -0.0572 -0.0930 0.2633 0.036
O -3.0239 -2.0185 0.6982 -0.2902 0.2940 0.7690 -0.065
H -3.2896 -2.8304 1.1562 0.0166 0.0787 -0.4187 0.029
H -3.7248 -1.8742 0.0574 0.1077 0.1230 -0.1176 0.059
O 0.5740 1.1234 -2.8441 0.5228 0.6955 -0.3704 -0.078
H 0.9447 1.7957 -2.2585 0.2744 -0.3128 0.3193 0.042
H 0.1592 1.7294 -3.4682 -0.4280 -0.5312 -0.2239 0.049
O 1.2394 -3.9503 1.2690 -1.5382 -0.8362 0.6819 -0.084
H 0.6804 -3.6604 2.0110 1.4271 0.7762 0.7859 0.026
H 0.3849 -4.1497 0.8479 0.7986 -0.3767 -1.5657 0.032
O 0.9556 5.8400 -2.3840 0.0605 -0.4917 1.0500 -0.053
H 0.3467 5.5849 -1.6718 -0.5337 0.0450 -0.4775 0.027
H 1.7395 5.8674 -1.8191 0.4760 0.2559 -0.5501 0.046
```
Forces are in eV/Å.

Computed properties:
LUMO level	-0.29	eV
HOMO-LUMO gap	10.4209	eV
E	-33278.0891	eV
max |F|	1.9	eV/Å

***

No. 2
Computed, not measured: a cluster of 16 separate species, H32O16 in total, with wB97M-V/def2-TZVPD.

Structure (XYZ):
```
48
Properties=species:S:1:pos:R:3:forces:R:3:lowdin_charge:R:1
O 10.3783 -3.6832 18.8316 0.3620 -0.7045 0.0541 -0.042
H 10.7555 -2.9229 19.2992 0.1387 0.2004 0.1319 0.016
H 9.6174 -3.3598 18.3602 -0.6988 0.6185 -0.0470 0.009
O 11.1993 0.2143 17.8954 0.5503 -0.3387 0.4975 -0.060
H 11.7769 -0.5665 17.8269 -0.2434 0.0509 0.8507 -0.021
H 11.3165 0.4828 16.9939 -0.5283 0.9053 -0.9028 -0.023
O 13.7954 -3.9242 15.6052 -0.2233 1.3130 -0.0332 -0.044
H 14.0903 -4.8022 15.4510 0.1517 -1.2732 0.0147 0.064
H 13.0130 -3.9696 16.1816 0.0523 -0.7553 0.2431 0.019
O 14.1780 0.1534 14.9024 -0.5489 1.0064 0.2486 -0.049
H 14.5510 0.2941 15.7806 -0.3904 0.5050 0.3572 -0.007
H 14.7393 -0.5678 14.6659 0.6072 -1.3571 -1.1106 -0.020
O 15.9774 -2.4833 17.2647 -0.3770 0.0915 -0.4333 -0.057
H 15.5641 -3.1601 17.8597 -0.1802 0.2763 -0.1688 0.041
H 16.8355 -2.2587 17.5948 0.8168 -0.2164 0.3967 0.044
O 14.9665 0.2825 17.4064 -0.8667 -0.8479 -0.0197 0.000
H 15.0064 1.1873 17.6464 0.3498 1.5037 0.3903 0.080
H 15.8046 -0.1415 17.5400 0.7645 -0.3130 0.0438 0.058
O 11.3994 0.1910 15.0943 -2.0670 0.1419 -0.8395 -0.049
H 12.3435 0.1523 15.0249 1.7274 -0.1972 -0.4220 -0.005
H 11.0541 0.1217 14.1807 0.5025 0.3186 0.6514 0.097
O 14.1226 -3.6072 18.8445 0.5723 -0.1774 -0.0507 -0.061
H 14.3314 -2.8007 19.3315 -0.1293 0.0305 0.4407 0.007
H 13.5093 -3.2266 18.1944 -0.3391 -0.2039 -0.0466 -0.006
O 12.6575 -2.0049 17.2211 0.0162 -0.1693 2.3752 -0.026
H 11.7874 -2.1535 16.8625 -1.2034 -0.3568 -0.5877 0.009
H 13.2385 -1.8886 16.5110 1.4277 0.5097 -1.8629 0.017
O 15.7083 -2.1120 14.4218 0.0171 -0.4007 -1.1632 -0.058
H 15.4247 -2.9330 13.9682 0.2909 0.7350 0.5891 0.069
H 15.8810 -2.3572 15.3346 -0.0981 -0.4062 0.6340 0.000
O 11.6459 -5.1715 16.9992 0.1700 -0.4039 -1.8318 -0.060
H 11.1376 -4.7246 17.6851 -0.3947 0.5836 0.8674 -0.014
H 11.0579 -5.2387 16.2185 0.4064 -0.1116 0.8421 0.060
O 11.6655 -1.6456 20.2575 -0.8955 -0.5770 0.2448 -0.027
H 12.5402 -1.3368 20.0625 0.9444 0.1695 -0.1854 -0.026
H 11.3041 -0.9657 20.8202 -0.4038 0.2339 0.1279 0.061
O 8.3966 -1.9412 17.5289 -0.8089 -0.6329 1.0157 -0.046
H 7.9332 -1.1094 17.5060 -0.0620 0.3472 -0.0003 0.042
H 8.8769 -2.0309 16.7153 0.6546 0.3286 -0.7521 -0.022
O 12.7173 -2.1694 13.8323 -3.4926 -0.9884 0.5519 -0.007
H 13.4580 -1.7891 13.4862 2.9488 1.9007 -1.6301 -0.027
H 13.0820 -2.8062 14.4353 0.3042 -0.9759 0.6632 -0.027
O 14.2207 -0.9202 19.7623 1.4644 0.8633 -0.0557 -0.067
H 15.0812 -0.7018 20.1799 -0.8939 -0.2981 0.0236 0.092
H 14.2741 -0.4034 18.9247 -0.3573 -0.5292 0.2264 0.030
O 10.4137 -2.1515 15.8076 -0.7140 -0.3089 1.1541 -0.041
H 10.7478 -1.3740 15.3390 0.4036 0.2247 -0.5147 0.013
H 10.4167 -2.9590 15.3166 0.2727 -0.3148 -0.9779 0.065
```
Forces are in eV/Å.

Computed properties:
LUMO level	-0.43	eV
HOMO-LUMO gap	9.8212	eV
E	-33281.3781	eV
max |F|	3.9	eV/Å

***

No. 3
Computed, not measured: a cluster of 17 separate species, H33O17 in total, with wB97M-V/def2-TZVPD.

Structure (XYZ):
```
50
Properties=species:S:1:pos:R:3:forces:R:3:lowdin_charge:R:1
O 2.9203 -3.7802 0.7177 0.9677 -0.7693 0.4336 -0.027
H 3.3370 -3.1539 1.3180 0.0509 0.1442 -0.2083 0.032
H 0.9485 0.9867 -0.0527 1.2573 1.8279 -1.1681 -0.003
O -2.4134 3.7775 -1.4857 0.0262 -0.3685 0.0776 -0.043
H 0.9895 -4.0503 -0.8721 -0.7055 -0.9154 -0.4139 0.012
H -0.5348 2.5755 -0.7069 -0.3586 -0.1365 -1.1312 -0.009
O -1.7353 -0.4342 -2.3332 0.2873 -0.8862 -1.2391 -0.043
H -2.4418 0.1916 -2.1551 0.0393 0.2875 0.6697 -0.019
H -1.0742 -0.5780 -1.6686 0.0991 0.4966 0.8399 0.045
O 0.8085 2.8404 -5.0677 0.0830 -0.1210 0.5485 -0.062
H 0.8150 2.3506 -4.2333 -0.1547 -0.3848 -0.2956 0.038
H 1.0675 3.7027 -4.7418 0.0620 0.4767 -0.2446 0.023
O -4.0816 0.7866 0.6955 -0.1123 0.1108 0.1886 -0.097
H -4.9571 -2.7926 -0.8745 -0.0010 0.0776 0.0167 0.027
O -0.1820 2.2317 0.0864 0.9986 0.0931 1.1888 -0.090
H 3.9627 0.4430 2.7460 0.0511 0.0490 0.0428 0.049
H -1.8435 -2.6050 -4.6070 0.0061 -0.0053 0.0234 0.017
O 1.8136 0.5132 -0.2605 -1.8704 -0.5254 1.2205 -0.109
H -0.1526 2.1782 3.9943 -0.6085 -0.3932 0.8824 -0.007
H 1.3703 -0.1853 0.2474 1.2263 -1.3989 -0.1177 0.014
O -1.3522 0.5851 1.6349 -0.7810 0.0726 -0.6672 -0.375
H -0.7085 1.5619 0.6412 -0.6829 -0.2552 -0.0230 -0.019
H -3.1959 0.3942 0.6503 0.5245 -0.0626 0.0198 -0.009
O -0.1596 2.2736 3.0577 0.1561 0.8367 -0.9620 -0.131
H 2.0746 -3.4180 0.5190 -1.0715 0.8097 -0.2598 0.000
H -1.9513 3.1643 -0.8911 -0.4032 0.1302 -0.1088 0.013
O 0.4903 -3.3068 -1.1901 1.4480 1.7596 0.5175 -0.027
H -0.3991 -3.4284 -1.4792 -0.7452 -0.9810 -0.2449 0.018
H -0.9382 1.8041 2.5787 1.1394 -0.4623 0.7440 -0.001
O -3.7794 1.1422 -2.2474 -2.0455 1.3438 -0.2405 -0.054
H -4.7361 0.9878 -2.1902 0.3004 -1.2374 0.0707 0.070
H -4.1359 -1.5197 -0.6488 0.0121 0.1608 0.1041 0.005
O -4.0781 -2.4793 -0.6453 0.0065 -0.2308 -0.0515 -0.053
H 2.7260 4.4668 2.5641 -0.0907 -0.0487 -0.0298 0.024
H -1.6268 -1.8726 -3.2640 0.2821 -0.1775 -0.4761 -0.011
O 5.7984 -1.8334 1.4377 3.9789 -1.6338 -1.6283 -0.023
H 5.5710 -1.0144 1.0749 -1.7544 1.3164 0.5492 -0.014
H -3.9800 1.2159 1.5541 -0.2103 -0.0178 -0.0229 0.028
O 2.6380 -4.8697 3.4644 -0.0126 0.0080 -0.1360 -0.076
H 2.0133 -4.1420 3.5498 -0.0028 -0.0723 0.0627 0.029
H 2.7098 -4.9908 2.5050 0.0156 0.0889 0.0932 0.007
O 4.5418 0.4408 1.9780 -0.4407 0.2717 -0.2685 -0.061
H 5.4352 -2.4699 1.9913 -1.8216 -0.2930 1.2343 -0.005
H -0.8608 -0.1621 1.9841 0.0178 0.0863 0.0020 -0.037
O -1.2623 -2.5883 -3.8427 -0.2724 0.0054 0.2971 -0.097
H -3.9110 2.1025 -2.1580 1.5306 0.1772 0.0904 0.049
H 3.9256 0.3304 1.2373 -0.1702 0.3611 0.0189 0.031
O 1.8975 4.6124 3.0310 0.2532 -0.0503 0.2618 -0.076
H 1.5604 3.7232 3.2175 -0.3323 0.0982 -0.3951 0.000
H -2.9233 4.2921 -0.8603 -0.1717 0.3373 0.1348 0.045
```
Forces are in eV/Å.

Computed properties:
LUMO level	2.26	eV
net charge	-1
HOMO-LUMO gap	8.5321	eV
E	-35343.7545	eV
max |F|	4.6	eV/Å

***

No. 4
Computed, not measured: a cluster of 17 separate species, H33O17 in total, with wB97M-V/def2-TZVPD.

Structure (XYZ):
```
50
Properties=species:S:1:pos:R:3:forces:R:3:lowdin_charge:R:1
O 4.9568 -0.6642 -0.5468 0.1128 -0.2815 -0.3155 -0.066
H 4.4024 -0.8771 -1.3104 -0.0279 -0.0757 -0.0546 0.017
H 4.4055 -0.0188 -0.1137 -0.2198 0.4229 0.3500 0.006
O -2.1645 -4.3819 1.4642 0.1340 0.1730 0.6962 -0.082
H -1.8488 -3.8526 0.7322 -0.0538 0.0842 -0.4297 0.022
H -2.2994 -3.7000 2.1671 -0.2215 -0.4913 -0.8445 -0.015
O -0.7539 1.7117 5.0181 -0.0729 0.0592 -0.1625 -0.058
H -1.0064 2.1263 4.1846 0.1496 0.1704 0.0492 0.003
H -1.3795 0.9841 5.0685 -0.0881 -0.1730 0.1137 0.025
O 5.3004 2.2922 2.9668 0.5797 -0.6956 -0.6907 -0.050
H 4.9030 1.7009 3.5869 -1.0290 0.0326 1.4193 0.015
H 5.6767 1.5645 2.4509 0.4602 0.6494 -0.7461 0.035
O 0.0470 -2.0465 2.2207 0.1701 -0.9124 0.3267 -0.042
H -0.2368 -1.8166 1.3272 -0.1733 0.4737 -0.0004 0.026
O -1.1159 -1.3846 -2.0281 -0.2614 -0.1913 0.0209 -0.048
H -2.7036 -3.0009 3.8288 0.3684 -0.6409 0.7814 0.038
H -0.3492 -1.0593 -1.5427 0.0598 0.1510 -0.1084 -0.005
O -4.3591 1.0380 -3.7413 0.3135 0.7450 -0.5319 -0.048
H -3.5341 0.8062 -3.3098 -0.0417 -0.1511 0.1755 0.024
H -5.0249 0.4170 -3.4791 -0.2509 -0.5756 0.3779 0.018
O -1.1916 -0.1612 0.8263 0.0861 0.1316 -0.4703 -0.103
H -1.7594 0.5936 0.6555 -0.1272 -0.0931 -0.1423 0.036
H 0.1655 -3.0059 2.2101 0.3236 0.0345 -0.1662 0.060
O -3.4586 0.8753 3.1575 -0.0993 0.1457 0.1366 -0.053
H -2.6742 1.3519 2.8732 0.0148 0.0281 -0.1189 0.004
H -3.2660 -0.0461 2.9629 0.1787 -0.3118 -0.0475 0.008
O 0.6123 2.8697 0.6436 -0.0899 -0.2155 0.2495 -0.091
H 0.9563 1.9644 0.4044 -0.2397 -0.0307 0.1078 -0.015
H 0.7880 3.4154 -0.1159 0.0847 0.3426 -0.3587 0.022
O -0.0854 -2.4282 -6.0483 0.5754 0.4767 0.8348 -0.059
H -0.2146 -1.5950 -5.5710 -0.5313 0.1034 -0.4798 0.025
H 0.7330 -2.6855 -5.6002 -0.0358 -0.5560 -0.4035 0.032
O 1.2292 0.3675 0.1929 0.5104 0.1500 -0.8120 -0.281
H 1.9784 0.2165 0.7740 -0.2212 -0.1371 0.3036 0.022
H 1.6495 -0.2076 -0.9307 0.2577 -0.5554 0.2711 -0.014
O 2.0505 -0.8241 -1.7724 -0.1549 1.0797 0.0223 -0.181
H 1.9226 -1.7415 -1.5883 -0.2112 -0.8143 0.3071 0.021
H -1.0214 -1.0747 -2.9306 0.1619 -0.0145 -0.0613 0.013
O -0.3908 1.9655 -3.7983 -0.9410 0.0426 -0.1881 -0.048
H 0.3382 2.5689 -3.6762 0.4404 -0.1016 0.0965 0.032
H -0.1450 1.1223 -3.4163 0.4451 0.1060 0.0831 -0.007
O -2.3780 -2.3205 3.2622 -0.3944 1.1619 -0.7989 -0.061
H -1.4299 -2.3389 2.9771 -0.1951 0.1708 0.6911 0.006
H -0.3090 0.0707 0.3989 -0.2829 0.0818 0.9589 -0.016
O -1.3048 4.1188 2.3195 -1.0676 0.3409 0.5097 -0.068
H -0.5516 4.1117 2.9124 0.3205 -0.2547 -0.4212 0.026
H -1.1652 3.4956 1.6020 0.8763 -0.0877 -0.0220 -0.004
O 2.2305 0.1680 -4.1351 -1.5120 -0.5620 1.1134 -0.117
H 1.8505 0.0412 -3.2031 1.3986 0.7244 -0.5646 -0.002
H 1.9252 -0.7263 -4.3304 0.5215 -0.1590 -1.0565 -0.002
```
Forces are in eV/Å.

Computed properties:
LUMO level	2.14	eV
net charge	-1
HOMO-LUMO gap	9.6123	eV
E	-35345.3876	eV
max |F|	2.0	eV/Å